9
Properties=species:S:1:pos:R:3 method="wB97M-V/def2-TZVPD" spin_multiplicity=1 gap_ev=8.044 homo_ha=-0.32717 e_above_lowest_kcal_mol=43.21
F 0.27 2.41 0.67
C -0.49 1.45 1.26
C -0.72 0.18 1.06
C -0.18 -0.62 -0.10
S -0.71 -2.06 -0.57
S 1.09 0.30 -0.83
H -0.76 1.65 2.42
H -1.48 -0.37 1.90
H 2.05 -0.73 -1.36

9
Properties=species:S:1:pos:R:3 method="wB97M-V/def2-TZVPD" spin_multiplicity=1 gap_ev=7.091 smiles="FCC(=S)C=S" homo_ha=-0.34093 e_above_lowest_kcal_mol=15.30
F 0.28 -1.51 1.02
C -0.73 -0.84 0.34
C -0.05 0.11 -0.63
S -0.52 0.25 -2.19
C 0.96 0.99 -0.09
S 1.23 1.36 1.46
H -1.41 -1.60 -0.08
H -1.30 -0.22 1.03
H 1.56 1.45 -0.85